Here is C56H47AsN2O9P2S2Ti as an isolated structure in a non-equilibrium geometry from the Open Molecules 2025 dataset. Energies are from ωB97M-V/def2-TZVPD.

```
120
Properties=species:S:1:pos:R:3:forces:R:3
Ti -0.8754 0.8191 2.7575 1.1 0.7 -0.7
O 2.7348 0.1051 -1.8886 -0.2 0.2 -0.1
S 1.2490 0.2204 -1.7663 -0.1 0.1 -0.2
C 0.5550 -0.8556 -3.0870 0.1 0.1 0.2
C -0.4976 -0.3970 -3.8422 -0.1 -0.1 0.0
C -1.0096 -1.0839 -4.9662 0.0 0.0 0.1
C -0.3841 -2.2280 -5.3554 0.0 -0.1 0.0
C -0.6313 -3.1501 -6.5259 0.1 0.0 0.0
C 0.4186 -4.2834 -6.3649 0.0 0.1 0.0
C 1.1929 -3.9158 -5.1204 0.0 0.0 0.0
C 2.2235 -4.5432 -4.4860 0.0 0.0 0.0
C 2.6748 -3.9996 -3.2658 0.0 0.0 0.0
C 2.1656 -2.8556 -2.6934 -0.1 0.1 0.2
P 2.5529 -2.4897 -0.9255 0.0 -0.4 0.2
C 1.7941 -4.0022 -0.1817 0.1 0.0 -0.1
C 2.4134 -4.9019 0.6808 0.0 0.0 0.1
C 1.7061 -5.9707 1.2258 0.0 0.0 0.0
C 0.3651 -6.1477 0.9314 0.0 0.0 0.0
C -0.2765 -5.2339 0.1012 0.0 0.0 0.0
C 0.4275 -4.1708 -0.4372 0.0 0.0 0.0
C 4.3702 -2.7421 -0.8645 0.0 0.2 0.1
C 5.0551 -3.9586 -0.8740 0.0 0.0 0.0
C 6.4404 -3.9945 -0.8006 0.0 0.0 0.0
C 7.1691 -2.8161 -0.7293 0.0 0.0 0.0
C 6.5056 -1.5982 -0.7414 0.0 -0.1 0.0
C 5.1199 -1.5634 -0.8043 0.0 0.1 -0.1
C 1.1615 -2.1213 -3.3944 0.0 0.1 -0.1
C 0.6849 -2.7192 -4.5775 -0.1 0.0 0.0
C 0.8682 1.7918 -2.6041 0.1 -0.1 -0.1
C 1.8378 2.1570 -3.5074 0.0 0.1 0.0
C 1.6626 3.1908 -4.4481 0.0 0.0 0.0
C 0.4461 3.8060 -4.4978 0.0 0.0 0.0
C -0.1017 4.8458 -5.4474 0.0 0.0 0.1
C -1.5400 5.1306 -4.9361 0.1 -0.1 0.0
C -1.7381 4.1665 -3.7907 0.0 0.0 0.0
C -2.8230 3.9008 -3.0132 0.0 0.0 0.0
C -2.6603 3.0094 -1.9260 -0.2 0.0 -0.1
C -1.4852 2.3536 -1.6417 0.2 -0.1 0.1
P -1.2312 1.6301 0.0414 -0.1 0.6 -0.3
C -0.0871 2.9163 0.6949 0.1 -0.2 0.0
C 0.9840 2.4716 1.4784 -0.2 0.0 -0.3
C 1.9239 3.3634 1.9817 0.0 0.0 0.1
C 1.8205 4.7063 1.6746 0.0 0.0 0.0
C 0.7760 5.1597 0.8715 0.0 0.0 0.0
C -0.1693 4.2753 0.3861 -0.1 0.0 0.1
C -2.8900 1.9582 0.7895 0.2 -0.2 -0.2
C -3.7672 0.8781 0.7025 -0.1 0.0 0.0
C -5.1019 1.0198 1.0711 0.1 0.0 0.0
C -5.5530 2.2376 1.5513 0.0 0.0 0.0
C -4.6750 3.3148 1.6672 -0.1 0.0 0.0
C -3.3565 3.1804 1.2771 0.1 0.0 0.0
C -0.3746 2.4905 -2.5430 0.0 0.1 0.0
C -0.5426 3.4512 -3.5580 0.0 0.1 0.0
H -0.9601 0.5474 -3.5952 0.0 -0.1 0.0
H -1.8494 -0.6680 -5.5090 0.0 0.0 0.0
H -0.5022 -2.6196 -7.4700 0.0 0.0 0.0
H -1.6520 -3.5331 -6.5118 0.0 0.0 0.0
H 1.0774 -4.3457 -7.2318 0.0 0.0 0.0
H -0.0516 -5.2611 -6.2539 0.0 0.0 0.0
H 2.6676 -5.4531 -4.8704 0.0 0.0 0.0
H 3.4503 -4.5385 -2.7392 0.0 0.0 0.0
H 3.4558 -4.7803 0.9418 0.0 0.0 0.0
H 2.2146 -6.6686 1.8792 0.0 0.0 0.0
H -0.1791 -6.9873 1.3440 0.0 0.0 0.0
H -1.3276 -5.3554 -0.1301 0.0 0.0 0.0
H -0.0880 -3.4638 -1.0806 0.0 0.0 0.0
H 4.5177 -4.8949 -0.9422 0.0 0.0 0.0
H 6.9511 -4.9490 -0.8019 0.0 0.0 0.0
H 8.2497 -2.8490 -0.6782 0.0 0.0 0.0
H 7.0667 -0.6733 -0.7036 0.0 0.0 0.0
H 4.6024 -0.6116 -0.8640 0.0 -0.1 0.1
H 2.7587 1.5860 -3.4986 0.0 0.0 0.0
H 2.4619 3.4363 -5.1360 0.0 0.0 0.0
H -0.1089 4.4611 -6.4681 0.0 0.0 0.0
H 0.5162 5.7440 -5.4522 0.0 0.0 0.0
H -2.2893 4.9913 -5.7151 0.0 0.0 0.0
H -1.6382 6.1575 -4.5808 0.0 0.0 0.0
H -3.7788 4.3854 -3.1680 0.0 0.0 0.0
H -3.5113 2.8758 -1.2714 0.0 0.0 0.0
H 1.1379 1.4042 1.6447 0.1 0.0 -0.2
H 2.7423 3.0027 2.5911 0.0 0.0 0.0
H 2.5602 5.4040 2.0443 0.0 0.0 0.0
H 0.7094 6.2097 0.6180 0.0 0.0 0.0
H -0.9685 4.6374 -0.2499 0.0 0.0 0.0
H -3.4095 -0.0674 0.3082 0.0 0.0 0.0
H -5.7822 0.1826 0.9788 0.0 0.0 0.0
H -6.5899 2.3562 1.8407 0.0 0.0 0.0
H -5.0223 4.2601 2.0613 0.0 0.0 0.0
H -2.6843 4.0249 1.3577 0.0 0.0 0.0
O -3.6685 1.1174 4.1036 0.1 -0.2 0.1
As -2.6364 2.4466 4.6167 -0.9 0.7 0.0
O -3.5741 3.7586 4.7720 0.3 0.0 0.0
O -1.4494 2.4610 3.3577 -0.9 0.0 0.8
C -1.8894 1.9441 6.3229 0.4 -0.1 -0.1
C -2.4656 2.5969 7.3966 0.1 0.0 0.0
C -2.0041 2.3430 8.6874 0.0 0.0 0.0
C -0.9663 1.4576 8.9080 0.0 0.0 0.0
C -0.3758 0.7901 7.8401 0.0 0.0 0.0
C -0.8440 1.0387 6.5647 -0.2 0.2 0.0
S -0.1692 0.1480 5.2296 0.1 -0.2 0.1
O 0.5237 1.0850 4.2999 0.3 -0.3 0.2
O 0.6444 -0.9281 5.6960 -0.1 0.0 0.1
O -1.3790 -0.2628 4.4193 0.2 0.0 0.4
H -4.5693 1.4729 4.1157 0.0 0.0 -0.1
H -3.2632 3.3050 7.2123 0.0 0.0 0.0
H -2.4631 2.8530 9.5238 0.0 0.0 0.0
H -0.6125 1.2750 9.9135 0.0 0.0 0.0
H 0.4272 0.0812 7.9888 0.0 0.0 0.0
C -3.1502 -2.5375 2.6645 0.1 0.0 0.0
O -1.7435 -2.7897 2.9216 -0.2 -0.1 0.0
C -0.9071 -1.8885 2.5199 0.4 -0.2 -0.7
O -1.2241 -0.8867 1.8181 -0.6 -0.8 0.3
N 0.3701 -2.1040 2.8361 0.0 0.0 0.2
N 1.2664 -1.0443 2.5983 -0.1 -0.3 0.0
H -3.6751 -3.2711 3.2645 0.0 0.0 0.0
H -3.3519 -2.6887 1.6073 0.0 0.0 0.0
H -3.4075 -1.5279 2.9760 0.0 0.0 0.0
H 0.5992 -2.8312 3.4988 0.0 -0.1 -0.1
H 1.9350 -1.3511 1.8977 0.0 0.1 -0.2
H 1.7485 -0.8177 3.4626 0.0 -0.1 0.0
```
Positions in Å, forces in eV/Å.

Properties
⟨S²⟩: 0.75
2S+1: 2
E_tot: -204441.5078 eV
net charge: +1